1.
Entry from the Open Molecules 2025 dataset: a cluster of 10 separate species, C44H73NO30P in total in a non-equilibrium geometry (the ωB97M-V functional and the def2-TZVPD basis).

The geometry in XYZ format:
```
149
C44H73NO30P the ωB97M-V functional and the def2-TZVPD basis
P -1.737 -0.554 1.566
O -5.622 9.828 -4.737
O 6.051 3.756 -1.693
O -3.150 -10.660 -3.301
O -1.208 -7.194 -0.899
O 3.514 -2.058 6.989
O 4.684 4.645 -3.269
O -2.130 6.621 -3.924
O -4.177 11.334 -5.572
O -0.107 5.710 -3.450
O -2.517 2.793 -1.799
O 5.424 4.013 1.481
O -2.037 3.374 0.340
O -3.862 4.220 -0.702
O 2.419 -2.776 -0.383
O -1.314 -11.509 -2.277
O 6.811 4.144 -3.791
O 1.224 0.914 5.983
O -1.453 -7.809 1.244
O 3.523 3.409 0.446
O -5.173 -4.572 -0.441
O 4.362 -2.324 9.056
O -1.818 -12.093 -4.406
O 4.424 -0.285 8.079
O -1.101 7.049 -1.946
O -0.645 -5.749 0.753
O 0.064 -0.972 5.506
O -6.407 11.657 -5.818
O 0.256 -3.389 -0.888
O 2.250 -0.785 4.932
O 4.016 5.607 0.702
N -2.751 -0.205 0.182
C -2.024 -11.428 -3.237
C -1.201 6.473 -3.176
C -1.065 -6.820 0.398
C 0.860 6.023 -2.450
C -2.312 -1.976 2.642
C -3.015 -11.946 -5.166
C -3.439 10.460 -4.720
C 6.558 1.877 1.700
C 0.803 -2.030 1.309
C 0.674 7.331 -0.307
C -3.536 -10.628 -4.676
C 3.625 -3.504 8.743
C 2.625 1.186 5.998
C 3.602 -3.459 7.245
C 3.113 0.351 4.851
C 1.223 -2.755 -0.061
C -3.226 -3.349 0.495
C 4.127 -1.445 8.046
C -1.822 1.003 2.672
C 4.569 -0.051 4.965
C -3.705 2.940 -2.575
C -2.740 3.456 -0.628
C -2.134 -8.778 0.442
C -1.458 -8.600 -0.883
C 4.330 2.243 0.575
C -4.322 9.248 -4.690
C -5.726 4.411 -2.253
C 5.239 2.618 1.708
C -2.474 -3.389 1.906
C 0.044 -0.660 0.970
C 6.124 4.414 -5.009
C -3.866 -4.804 0.140
C 4.295 -4.739 9.304
C -2.056 10.190 -5.269
C 4.294 4.454 0.862
C 1.084 -0.339 5.476
C -5.033 -10.471 -4.827
C 3.763 5.183 -5.453
C -5.492 11.004 -5.414
C -0.006 6.406 -1.289
C -1.993 -10.170 1.013
C 4.965 5.240 -4.536
C 5.867 4.146 -2.811
C -4.231 4.255 -2.083
H 0.106 -4.300 -0.540
H -0.498 -9.119 -0.953
H 7.045 1.951 0.724
H -4.190 8.652 -3.787
H 3.967 5.696 -6.396
H -2.804 -11.945 -6.236
H -4.204 8.603 -5.566
H -5.565 -11.323 -4.396
H -3.019 -9.786 -5.148
H -0.947 -10.488 1.026
H 2.621 -3.394 9.168
H 3.721 1.364 0.795
H 4.778 -0.503 5.930
H -5.310 -10.386 -5.880
H 5.254 6.282 -4.359
H -3.234 -5.316 -0.674
H -3.482 2.946 -3.641
H 2.823 2.249 5.860
H 2.750 -3.990 6.820
H -3.290 -1.727 3.196
H -3.921 -5.461 1.081
H -3.674 -12.788 -4.931
H 1.480 6.847 -2.819
H -6.082 5.297 -1.724
H 2.896 5.649 -4.979
H -3.367 10.934 -3.735
H -3.552 0.365 0.520
H -2.433 -3.075 -0.292
H -4.104 -2.613 0.475
H -0.045 7.721 0.417
H 5.223 0.814 4.838
H 4.523 -3.832 6.785
H -2.213 0.444 -0.429
H -2.342 -10.199 2.048
H -5.153 -3.812 -1.054
H 2.931 0.841 3.886
H 5.823 3.458 -5.450
H -1.519 11.126 -5.437
H -2.057 0.687 3.751
H 1.498 5.165 -2.235
H -0.400 5.527 -0.767
H 0.039 -0.388 -0.142
H 4.821 -0.797 4.207
H -2.567 -10.891 0.427
H 0.246 -2.735 2.001
H -2.087 -8.898 -1.721
H 1.468 6.807 0.231
H 5.283 -4.888 8.862
H 3.691 -5.629 9.113
H 4.858 2.087 -0.370
H -2.700 1.629 2.295
H 4.444 -4.640 10.381
H 7.247 2.310 2.429
H -0.836 1.568 2.698
H -1.500 -3.978 1.795
H 3.024 0.869 6.963
H -3.131 -4.035 2.600
H -5.382 -9.582 -4.298
H -1.522 -2.118 3.468
H 4.747 2.500 2.681
H 6.412 0.820 1.937
H -2.107 9.680 -6.235
H 0.644 0.179 1.479
H -4.368 2.098 -2.351
H 6.763 4.946 -5.713
H 3.483 4.150 -5.674
H 1.109 8.195 -0.814
H 1.797 -1.760 1.815
H -6.262 3.556 -1.832
H -5.990 4.500 -3.309
H -3.192 -8.493 0.400
H -1.478 9.570 -4.580
H -3.709 5.100 -2.546
```

Summary:
**LUMO energy**: -2.08 eV
**2S+1**: 1
**F_max**: 0.07423 Eh/bohr
**Molecular weight**: 1127.0 Da
**Total charge**: +1
**Gap between HOMO and LUMO**: 9.671 eV

=====

2.
Entry from the Open Molecules 2025 dataset: a structure of composition C44H81Cl26GaNO2 in a non-equilibrium geometry (the ωB97M-V functional and the def2-TZVPD basis).

The geometry in XYZ format:
```
155
C44H81Cl26GaNO2 the ωB97M-V functional and the def2-TZVPD basis
Ga 1.692 3.195 1.098
Cl 7.943 -5.911 3.298
Cl -11.322 5.356 1.219
Cl -5.850 2.679 -2.767
Cl 1.809 7.628 -0.500
Cl 3.186 1.145 -5.531
Cl -10.123 0.877 3.941
Cl -14.042 -2.947 2.096
Cl -9.514 1.520 0.632
Cl 5.110 -3.793 6.579
Cl 1.719 -1.954 -5.549
Cl -5.615 -2.141 -2.834
Cl 8.433 -9.128 4.282
Cl -3.375 0.427 -3.037
Cl 3.964 -0.075 -9.945
Cl 11.274 -4.962 0.201
Cl -8.442 5.777 -2.525
Cl 5.594 -7.029 7.551
Cl 10.093 -3.212 2.891
Cl -10.715 -2.956 1.406
Cl 6.605 2.059 -9.801
Cl 0.560 4.660 7.188
Cl -10.201 2.869 -2.234
Cl -5.510 0.800 0.038
Cl -13.365 2.674 1.554
Cl -2.804 4.668 7.787
Cl -0.294 5.697 0.702
O 1.639 3.212 2.981
O 5.488 -3.981 1.839
N -0.620 1.388 1.247
C 0.138 2.064 0.374
C -1.081 1.244 -1.567
C 8.947 -8.384 2.742
C 11.334 -2.688 1.727
C 6.529 0.511 -10.677
C -5.812 2.559 -0.039
C 4.664 0.193 -2.245
C 5.005 -3.928 -0.548
C -1.598 0.631 0.719
C 11.062 -3.195 0.334
C 3.410 0.662 -1.492
C 3.687 5.623 -0.267
C 5.168 -2.955 2.770
C -13.207 -3.924 0.861
C -0.528 3.255 7.212
C 9.342 -6.941 2.914
C 2.141 -0.946 -6.957
C -12.381 3.435 2.831
C -8.821 0.207 1.624
C -1.843 0.531 -0.642
C 3.399 -0.142 -6.745
C 2.769 2.664 3.601
C -1.900 3.585 6.687
C 6.116 -6.280 6.013
C -12.286 4.929 2.657
C -5.782 -0.642 -3.794
C 4.462 -4.139 0.870
C 3.526 2.144 -1.070
C -9.796 -0.314 2.647
C -11.830 -4.342 1.305
C 6.505 -4.837 6.204
C 5.230 -2.263 -2.460
C 2.679 2.975 5.116
C -0.068 2.032 -1.018
C -10.205 5.566 -2.704
C 3.422 2.350 0.459
C 2.240 5.977 -0.039
C 4.763 -2.487 -1.009
C 4.464 -1.086 -3.089
C 5.155 0.242 -11.234
C 1.366 5.122 0.479
C -6.689 2.913 -1.210
C -4.455 -0.161 -4.327
C -10.745 4.505 -1.779
H -8.548 -0.593 0.937
H -4.851 3.067 -0.079
H 6.942 -4.451 5.287
H -6.313 2.838 0.886
H -13.168 -3.342 -0.056
H 4.235 6.517 -0.565
H 3.703 3.095 3.219
H 4.531 2.458 -1.372
H 11.325 -1.599 1.724
H 6.967 -6.851 5.656
H 0.564 2.625 -1.668
H 1.723 3.465 5.269
H -2.485 2.672 6.592
H 10.077 -6.820 3.706
H -13.818 -4.808 0.686
H -10.442 4.675 -0.747
H -11.407 -5.041 0.584
H 3.397 -1.300 -3.159
H -3.936 -0.954 -4.861
H -6.977 3.961 -1.161
H -11.833 4.498 -1.818
H 6.278 -1.951 -2.454
H 3.246 0.033 -0.617
H -0.071 2.494 6.579
H -13.267 5.385 2.552
H 5.182 -0.643 -11.868
H 3.443 3.716 5.354
H 2.282 -1.625 -7.798
H -10.409 5.332 -3.745
H 7.248 0.568 -11.492
H -7.592 2.313 -1.221
H 5.082 -3.176 -3.038
H 4.256 2.959 0.819
H 2.839 2.769 -1.644
H 2.778 1.571 3.474
H 5.123 -2.001 2.237
H -2.663 -0.091 -0.945
H 9.800 -8.957 2.381
H -1.845 4.064 5.713
H 12.302 -3.025 2.091
H 2.740 2.084 5.741
H 6.067 -4.171 -0.590
H 8.132 -8.490 2.032
H 5.957 -2.883 3.517
H 7.233 -4.727 7.004
H 3.549 1.389 0.963
H 4.924 1.005 -2.928
H 3.690 -2.289 -0.991
H 5.307 -6.387 5.294
H 3.963 -5.107 0.966
H 4.173 5.239 0.624
H 4.223 -3.148 3.280
H 10.051 -2.954 0.014
H -0.569 2.878 8.232
H -2.227 0.062 1.396
H -1.217 1.222 -2.630
H -12.860 3.207 3.782
H -4.615 0.669 -5.015
H 1.293 -0.301 -7.170
H -10.743 -0.578 2.196
H 3.676 0.344 -7.682
H -11.790 5.371 3.519
H 11.764 -2.742 -0.363
H 4.819 -0.910 -4.106
H 5.496 0.093 -1.545
H -6.452 -0.870 -4.622
H -11.400 2.968 2.818
H 5.263 -1.792 -0.335
H 4.227 -0.770 -6.425
H -7.912 0.581 2.088
H 2.555 0.519 -2.158
H 9.770 -6.561 1.989
H 4.793 1.079 -11.825
H -11.853 -4.824 2.279
H 3.758 4.936 -1.109
H -6.250 0.106 -3.164
H 3.686 -3.384 1.022
H -10.663 6.526 -2.470
H -9.381 -1.195 3.131
H 4.464 -4.571 -1.247
H 6.841 -0.276 -9.995
```

Summary:
**LUMO energy**: 1.55 eV
**2S+1**: 1
**F_max**: 0.03575 Eh/bohr
**Molecular weight**: 1647.6 Da
**Total charge**: -1
**Gap between HOMO and LUMO**: 6.399 eV

=====

3.
Entry from the Open Molecules 2025 dataset: a cluster of 13 separate species, C44H82O21S2 in total in a non-equilibrium geometry (the ωB97M-V functional and the def2-TZVPD basis).

The geometry in XYZ format:
```
149
C44H82O21S2 the ωB97M-V functional and the def2-TZVPD basis
S -4.641 1.175 1.029
S -3.915 -4.469 0.716
O -2.556 -5.044 0.851
O 1.032 3.131 -0.267
O 3.974 -6.438 3.612
O -4.886 -4.304 1.859
O 1.962 5.175 0.332
O 4.730 3.868 1.678
O 4.180 -4.463 2.443
O 1.833 4.583 -1.723
O -2.472 4.289 -3.450
O 0.196 -3.163 -1.780
O -5.461 0.286 5.781
O 2.888 1.047 4.122
O -1.509 -2.435 -6.820
O -4.974 -1.930 5.757
O 1.384 1.186 -5.797
O 7.259 -1.713 -3.162
O -0.006 -1.383 1.375
O -3.791 -0.570 4.460
O -4.779 1.713 -0.326
O 2.566 -4.655 3.952
O -5.112 -0.171 1.331
C 0.866 2.228 -5.308
C -3.856 3.211 2.624
C -2.357 3.670 -1.108
C 3.615 -5.296 3.357
C 1.888 -0.373 0.345
C 4.971 3.083 0.799
C -4.892 -3.904 -1.781
C 0.656 1.426 3.502
C -2.704 2.172 2.694
C -1.934 -2.102 3.986
C 2.288 3.346 4.250
C -0.600 -2.277 -4.689
C 0.267 -4.320 -1.336
C 0.876 3.530 -6.098
C 2.132 -2.307 4.347
C -3.804 -2.879 -1.479
C -3.726 -2.707 0.062
C 7.258 -2.605 -0.937
C -1.504 -2.945 -5.717
C -5.102 2.386 2.309
C 2.285 6.375 -0.352
C -4.735 -5.099 -0.802
C 6.134 3.306 -0.169
C -4.811 -0.640 5.346
C 5.634 -0.727 -1.707
C 2.510 5.862 -1.767
C -2.826 1.201 1.449
C 4.027 1.966 0.519
C 3.552 -3.239 2.428
C -3.511 -1.854 3.972
C -4.314 -2.836 4.875
C 0.318 -5.508 -2.239
C -3.862 5.522 -2.017
C -0.546 -0.379 -0.680
C 1.567 4.188 -0.537
C 2.356 -3.434 3.333
C 0.276 2.293 -3.904
C 0.417 -0.741 0.456
C -2.806 4.489 -2.265
C 0.505 -4.520 0.194
C 2.001 1.890 3.978
C 1.910 6.513 -2.983
C -2.374 -4.185 -5.433
C 6.813 -1.621 -2.015
H 6.507 2.331 -0.482
H -3.565 -3.427 5.402
H -5.066 -4.225 -2.808
H 0.825 6.452 -2.897
H -0.186 -5.273 0.570
H 5.171 -0.517 -2.671
H -2.835 -2.205 0.441
H 2.148 0.479 -0.283
H 1.549 -4.802 0.328
H -4.618 -2.273 0.514
H 1.372 3.904 4.444
H 3.584 5.685 -1.838
H -3.946 3.741 3.572
H 1.538 -3.528 2.619
H -4.939 -3.518 4.299
H 0.625 1.444 -3.317
H 1.544 -1.485 3.938
H 7.581 -2.192 0.018
H 7.983 -3.327 -1.313
H 1.537 -2.769 5.135
H -2.839 -3.268 -1.805
H -1.214 -2.130 -3.801
H 1.272 -6.027 -2.146
H 0.232 -3.627 0.757
H -3.208 -4.209 -6.135
H -1.728 2.651 2.774
H 3.064 -1.822 4.635
H 0.594 3.214 -3.416
H 2.937 3.488 5.114
H -1.491 -2.366 4.946
H 2.139 7.578 -3.039
H -5.582 1.854 3.130
H -5.871 -3.504 -1.519
H -5.872 3.030 1.885
H -2.719 1.494 3.547
H -1.588 -0.610 -0.459
H 4.028 1.747 -0.549
H -4.065 -5.856 -1.208
H -0.422 -1.064 -1.519
H -1.742 2.847 -1.473
H 3.042 2.347 0.788
H -2.507 0.224 1.810
H -2.621 -4.184 -4.372
H 0.169 -5.181 -3.268
H 3.277 -3.039 1.392
H 4.080 -2.366 2.812
H -4.378 5.754 -2.948
H -0.121 -1.396 -5.115
H -0.099 3.620 -6.577
H -0.812 2.233 -3.850
H -5.686 -5.528 -0.487
H 2.361 -0.295 1.324
H -3.474 3.953 1.924
H -3.332 6.355 -1.555
H 0.759 0.343 3.582
H 6.443 -3.238 -0.585
H 1.491 7.121 -0.347
H -0.124 1.800 4.165
H 4.916 -1.090 -0.972
H 3.179 6.838 0.067
H -1.491 -1.184 3.601
H -1.742 4.214 -0.391
H -2.261 1.536 0.579
H -3.998 -1.881 2.998
H -3.150 3.268 -0.477
H -1.671 -2.993 3.416
H 0.173 -3.043 -4.614
H 2.423 -1.110 -0.253
H -4.643 5.239 -1.311
H 0.560 1.593 2.429
H -4.012 -1.968 -2.039
H -1.774 -5.051 -5.712
H -0.318 0.612 -1.072
H 1.610 3.461 -6.901
H 2.724 3.720 3.323
H 4.437 1.217 1.197
H 5.616 3.803 -0.989
H 0.956 4.410 -5.460
H 5.957 0.270 -1.409
H 6.788 4.074 0.244
H -0.480 -6.197 -1.960
H 2.235 5.952 -3.859
```

Summary:
**LUMO energy (spin up / spin down)**: 1.53 / 1.51 eV
**2S+1**: 2
**F_max**: 0.07263 Eh/bohr
**Molecular weight**: 1011.3 Da
**Total charge**: -1
**Gap between HOMO and LUMO (spin up / spin down)**: 1.320 / 9.050 eV

=====

- What is the molecular weight in the second record?
  1647.6 Da